Computed, not measured: a molecular structure, C29H32BeFNO2P, with ωB97M-V/def2-TZVPD.

Atoms and positions in Å:
Be (-0.2127, -0.0260, -1.5469)
N (-1.4929, 0.1774, -0.3128)
C (-1.1045, 1.0903, 0.7540)
C (-1.5972, 2.3813, 0.7462)
C (-1.1826, 3.2744, 1.7248)
C (-0.2901, 2.8605, 2.6995)
C (0.1861, 1.5561, 2.7017)
C (-0.2095, 0.6436, 1.7279)
P (0.4713, -1.0535, 1.5747)
C (1.6082, -1.1436, 2.9866)
C (2.9415, -0.8152, 2.7404)
C (3.8646, -0.8218, 3.7747)
C (3.4658, -1.1783, 5.0557)
C (2.1448, -1.5237, 5.3033)
C (1.2153, -1.5033, 4.2731)
C (-0.9652, -2.0543, 2.1201)
C (-0.8578, -3.4395, 1.9592)
C (-1.8974, -4.2795, 2.3232)
C (-3.0754, -3.7456, 2.8328)
C (-3.1977, -2.3743, 2.9927)
C (-2.1464, -1.5323, 2.6465)
H (-1.7924, -0.7095, 0.0988)
H (-2.3196, 0.5490, -0.7757)
H (-2.3033, 2.6949, -0.0162)
H (-1.5629, 4.2871, 1.7242)
H (0.0356, 3.5514, 3.4655)
H (0.8847, 1.2431, 3.4663)
H (3.2553, -0.5528, 1.7364)
H (4.8960, -0.5581, 3.5803)
H (4.1891, -1.1964, 5.8606)
H (1.8355, -1.8080, 6.3008)
H (0.1840, -1.7653, 4.4749)
H (0.0576, -3.8626, 1.5570)
H (-1.7912, -5.3506, 2.2096)
H (-3.8913, -4.3996, 3.1116)
H (-4.1082, -1.9552, 3.4019)
H (-2.2445, -0.4656, 2.8114)
C (-1.1677, -2.6438, -1.6303)
O (-0.1930, -1.6770, -2.0641)
C (0.0119, -1.6192, -3.4904)
C (-0.9924, -0.6279, -4.0500)
O (-1.0705, 0.3899, -3.0458)
C (-1.4684, 1.6913, -3.5152)
H (-0.9298, -3.6083, -2.0740)
H (-2.1767, -2.3403, -1.9205)
H (-1.0832, -2.7153, -0.5483)
H (-0.0797, -2.6147, -3.9205)
H (1.0278, -1.2517, -3.6183)
H (-1.9842, -1.0622, -4.1977)
H (-0.6416, -0.2001, -4.9901)
H (-0.7703, 2.0359, -4.2783)
H (-1.4163, 2.3652, -2.6641)
H (-2.4847, 1.6376, -3.9059)
F (1.6518, 4.8635, -5.2572)
C (1.6172, 3.8955, -4.3214)
C (1.2402, 4.2148, -3.0318)
C (1.1949, 3.2036, -2.0822)
C (1.5144, 1.8786, -2.3913)
C (1.3258, 0.7906, -1.3813)
C (1.9206, 1.6154, -3.7017)
C (1.9746, 2.6082, -4.6714)
H (0.9998, 5.2401, -2.7831)
H (0.9057, 3.4510, -1.0653)
H (1.4080, 1.2210, -0.3800)
H (2.1318, 0.0507, -1.4516)
H (2.2369, 0.6127, -3.9723)
H (2.3047, 2.4004, -5.6809)

Summary:
M   485.6 g mol⁻¹
HOMO level   -10.462 eV
Net charge   +1
ΔE to the lowest compared entry with this formula, charge and spin   0.0 kJ/mol

=====

Computed, not measured: a molecular structure, C29H32BrCl48F5NO3Ta, with ωB97M-V/def2-TZVPD.

Atoms and positions in Å:
C (5.0126, -4.4625, 0.7847)
C (4.8950, -4.0442, -0.7566)
C (5.9685, -2.9101, -1.1951)
C (5.8844, -1.7605, -0.0845)
C (6.1109, -0.2792, -0.6338)
C (6.0785, 0.8406, 0.5049)
C (4.9266, 0.6722, 1.6010)
C (3.5660, 1.3564, 1.1160)
C (2.6374, 0.3751, 0.2184)
C (1.3347, 1.1071, -0.3474)
Ta (-0.5508, 1.0637, 1.0193)
O (-2.4162, 1.1439, 2.0856)
C (0.5383, 0.0946, 2.8111)
N (0.8326, -1.3651, 2.7482)
C (-0.1058, 3.1172, 1.9652)
C (0.9194, 4.0644, 1.2074)
C (0.3825, 4.7607, -0.1233)
Br (-1.3139, 5.7737, 0.0977)
C (-1.6560, 2.1507, -0.7169)
O (-1.2484, 2.1785, -1.9365)
O (-2.8180, 2.8310, -0.4186)
C (-1.1122, -0.9581, 0.0169)
F (-1.9611, -0.6381, -1.1084)
F (0.0021, -1.6617, -0.5909)
C (-1.9152, -2.0293, 0.8749)
F (-1.2611, -3.2991, 0.7519)
F (-3.1974, -2.2304, 0.2970)
F (-2.0758, -1.8052, 2.2253)
H (4.5406, -3.6301, 1.4229)
H (4.3594, -5.3820, 0.9634)
H (6.0889, -4.5931, 1.1258)
H (3.8691, -3.5836, -0.9138)
H (5.0919, -4.9504, -1.4112)
H (5.6995, -2.4619, -2.2098)
H (7.0299, -3.3279, -1.1766)
H (6.5934, -1.9101, 0.7982)
H (4.8222, -1.7751, 0.3579)
H (5.3315, -0.0256, -1.4300)
H (7.1300, -0.2036, -1.1584)
H (7.0782, 0.8977, 1.0683)
H (5.9525, 1.8697, 0.0160)
H (5.2752, 1.2711, 2.5221)
H (4.7627, -0.3875, 1.9701)
H (2.9957, 1.8619, 1.9573)
H (3.8649, 2.2012, 0.3902)
H (3.3000, 0.1576, -0.7045)
H (2.4684, -0.6372, 0.7018)
H (1.0558, 0.5572, -1.3218)
H (1.6470, 2.1496, -0.6747)
H (-2.1581, 1.3893, 3.0006)
H (1.5152, 0.6173, 3.1269)
H (-0.1614, 0.2454, 3.7217)
H (0.8579, -1.7629, 1.8062)
H (1.7697, -1.5543, 3.1484)
H (0.2634, 3.0197, 3.0569)
H (-1.1059, 3.6788, 2.0452)
H (1.1689, 4.9313, 1.9312)
H (1.9289, 3.5955, 0.9584)
H (0.3428, 4.0530, -1.0284)
H (1.1733, 5.5463, -0.4133)
C (-0.3884, 0.6069, -5.5759)
Cl (1.3272, 0.5814, -6.0489)
Cl (-0.9679, 2.2839, -5.5445)
Cl (-1.3407, -0.3260, -6.7553)
Cl (-0.5692, -0.1107, -3.9678)
C (10.7881, -0.8011, -1.2900)
Cl (9.4164, -1.7303, -1.9245)
Cl (10.2094, 0.3413, -0.0607)
Cl (11.9683, -1.9106, -0.5590)
Cl (11.5608, 0.0954, -2.6150)
C (-4.8990, 1.3910, -3.6078)
Cl (-5.9453, 2.3711, -2.5590)
Cl (-3.9195, 2.4622, -4.6303)
Cl (-3.8321, 0.3923, -2.6133)
Cl (-5.9058, 0.3419, -4.6402)
C (-9.1876, -0.1498, -1.9258)
Cl (-9.9716, -1.7456, -1.8889)
Cl (-10.2117, 1.0320, -1.0801)
Cl (-7.6117, -0.2491, -1.1205)
Cl (-8.9660, 0.3589, -3.6139)
C (-1.7583, 3.6198, 5.7888)
Cl (-0.0650, 4.1417, 5.9234)
Cl (-1.8222, 1.9657, 5.1444)
Cl (-2.5194, 3.6577, 7.3959)
Cl (-2.6279, 4.7124, 4.6952)
C (-5.0744, -0.4881, 3.9384)
Cl (-5.8637, -2.0816, 4.0049)
Cl (-6.0966, 0.7130, 4.7612)
Cl (-3.4985, -0.5767, 4.7577)
Cl (-4.8456, -0.0116, 2.2470)
C (3.3029, 0.9594, 5.7924)
Cl (3.7631, 0.5581, 7.4625)
Cl (3.9625, 2.5531, 5.3655)
Cl (3.9581, -0.2678, 4.6919)
Cl (1.5389, 0.9932, 5.6527)
C (-8.8787, -0.6834, -7.5772)
Cl (-7.9118, -1.1313, -6.1604)
Cl (-10.3699, -1.6504, -7.6065)
Cl (-9.2936, 1.0408, -7.4887)
Cl (-7.9400, -0.9915, -9.0571)
C (7.8946, 0.8050, 7.9616)
Cl (8.1395, 2.5596, 7.8445)
Cl (7.0260, 0.2322, 6.5261)
Cl (9.4845, -0.0088, 8.0502)
Cl (6.9334, 0.4420, 9.4090)
C (9.2442, -1.6778, 12.2055)
Cl (8.4888, -3.2845, 12.2718)
Cl (8.2379, -0.5142, 13.0942)
Cl (10.8579, -1.7518, 12.9472)
Cl (9.3913, -1.1600, 10.5129)
C (-11.4581, -3.8875, -10.8421)
Cl (-11.6644, -5.2412, -9.7107)
Cl (-9.9633, -3.0148, -10.4541)
Cl (-11.3672, -4.5132, -12.5034)
Cl (-12.8412, -2.7822, -10.7014)
C (-16.0226, -0.8687, -12.1081)
Cl (-17.0288, -2.3214, -11.9311)
Cl (-15.2986, -0.4559, -10.5397)
Cl (-14.7368, -1.1801, -13.2921)
Cl (-17.0285, 0.4835, -12.6693)

Summary:
M   2500.2 g mol⁻¹
HOMO level   -1.116 eV
Net charge   -2
ΔE to the lowest compared entry with this formula, charge and spin   0.0 kJ/mol

=====

Computed, not measured: a molecular structure, C29H32Cl3KN6O3Sb, with ωB97M-V/def2-TZVPD.

Atoms and positions in Å:
K (-0.2882, 0.1633, 1.4069)
O (-2.6065, -0.7655, 2.0975)
C (-3.1238, -0.8317, 0.9456)
N (-3.1515, 0.1024, -0.0149)
C (-3.5603, 1.3534, 0.1700)
C (-5.0071, 1.5862, 0.2983)
C (-5.4532, 2.8961, 0.4566)
C (-4.5487, 3.9727, 0.6265)
C (-3.2122, 3.7423, 0.4514)
C (-2.7014, 2.5162, 0.0430)
N (-1.4582, 2.4584, -0.6227)
C (-0.3061, 2.8446, -0.0738)
O (-0.0069, 2.9344, 1.1247)
C (0.7676, 3.1636, -1.1139)
C (1.9381, 3.7839, -0.6243)
C (3.0091, 4.0238, -1.4677)
C (2.8555, 3.6926, -2.8453)
C (1.6631, 3.1218, -3.2160)
N (0.6661, 2.8202, -2.3970)
C (-3.4906, -2.2153, 0.4805)
C (-3.2278, -3.2847, 1.4386)
C (-3.2112, -4.5833, 0.9581)
C (-3.7038, -4.7959, -0.3955)
C (-3.9865, -3.6928, -1.1752)
N (-3.8731, -2.4038, -0.7743)
H (-5.6793, 0.6938, 0.1964)
H (-6.4650, 3.2132, 0.2591)
H (-4.8974, 4.9268, 0.9589)
H (-2.5453, 4.5914, 0.4940)
H (2.0258, 4.0948, 0.4056)
H (3.9111, 4.5276, -1.0792)
H (3.6618, 3.8199, -3.5954)
H (1.4396, 2.9856, -4.2892)
H (-2.7903, -2.9471, 2.3683)
H (-2.8355, -5.3723, 1.5936)
H (-3.7483, -5.7878, -0.8196)
H (-4.4198, -3.7674, -2.1903)
Cl (2.2183, -6.6131, 4.3548)
C (1.9194, -5.0953, 3.6527)
C (1.8167, -4.0004, 4.5071)
C (1.7482, -2.7326, 3.9789)
Cl (1.3594, -1.4844, 5.1144)
C (1.7946, -2.4952, 2.4783)
O (1.8895, -1.3116, 2.0144)
C (1.7578, -3.7052, 1.7036)
Cl (1.5972, -3.7109, 0.0173)
C (1.9317, -4.9508, 2.2676)
H (1.9637, -4.2028, 5.5610)
H (2.0492, -5.8363, 1.6076)
N (-2.0286, 1.7420, -3.2033)
C (-2.3533, 0.3109, -2.8914)
C (-1.2015, -0.4202, -3.5383)
N (-1.2774, -1.8191, -3.3134)
H (-2.7668, 2.2422, -3.6888)
H (-1.2800, 1.7802, -3.8861)
H (-1.6921, 2.2854, -2.2519)
H (-3.3005, 0.0865, -3.3257)
H (-2.4484, 0.2191, -1.8208)
H (-0.2311, -0.0600, -3.1495)
H (-1.2180, -0.1865, -4.6269)
H (-0.6761, -2.3755, -3.9072)
H (-1.3270, -2.1067, -2.3324)
C (6.5892, 1.7362, 0.1978)
Sb (4.5471, 1.2076, 0.5643)
C (4.4528, 1.7134, 2.7285)
C (4.6115, -0.9137, 0.4006)
H (6.9474, 2.2436, 1.1158)
H (6.6806, 2.4254, -0.6338)
H (7.1480, 0.8027, -0.0308)
H (3.8200, 0.9945, 3.2332)
H (3.9745, 2.6638, 2.7518)
H (5.4673, 1.7203, 3.1482)
H (5.2117, -1.2656, 1.2422)
H (5.1183, -1.1730, -0.5032)
H (3.5473, -1.2964, 0.3842)

Summary:
M   779.8 g mol⁻¹
HOMO level   -4.264 eV
Net charge   -1
ΔE to the lowest compared entry with this formula, charge and spin   0.0 kJ/mol

=====

Computed, not measured: 2 unconnected molecules or ions with the total composition C29H32F5N4OS, with ωB97M-V/def2-TZVPD.

Atoms and positions in Å:
C (1.2729, 3.0971, 2.8236)
C (1.9386, 2.5416, 1.5865)
N (1.0315, 2.5707, 0.4503)
C (0.0062, 3.3759, 0.4351)
N (-0.3477, 4.2288, 1.4484)
C (0.6461, 4.4315, 2.4967)
C (-1.2102, 5.3799, 1.1908)
C (-2.4937, 4.9761, 0.4977)
C (-2.2574, 4.4364, -0.8850)
S (-0.9294, 3.2260, -1.0393)
H (0.5006, 2.3796, 3.1263)
H (2.0031, 3.1831, 3.6366)
H (2.8461, 3.1122, 1.3270)
H (2.2472, 1.4983, 1.7385)
H (0.1618, 4.8594, 3.3784)
H (1.4117, 5.1334, 2.1344)
H (-1.4326, 5.8493, 2.1551)
H (-0.6628, 6.1134, 0.5751)
H (-3.0097, 4.2074, 1.0745)
H (-3.1619, 5.8419, 0.4105)
H (-3.1269, 3.8818, -1.2446)
H (-2.0227, 5.2416, -1.5866)
C (-0.9904, -5.3441, -1.7500)
N (-0.9604, -3.9870, -1.2621)
C (-2.0426, -3.4396, -0.6339)
O (-3.1494, -3.9638, -0.5331)
C (-1.6377, -2.0339, -0.1773)
C (-1.5632, -1.8914, 1.3410)
C (-2.9316, -2.0644, 1.9125)
C (-3.3327, -3.2661, 2.4913)
F (-2.4343, -4.2795, 2.5935)
C (-4.6481, -3.4881, 2.8851)
F (-5.0243, -4.6830, 3.3819)
C (-5.5926, -2.4738, 2.7121)
F (-6.8779, -2.6856, 3.0448)
C (-5.2048, -1.2481, 2.1679)
F (-6.1188, -0.2761, 1.9785)
C (-3.8831, -1.0549, 1.7859)
F (-3.5315, 0.1231, 1.1950)
N (-0.3401, -1.8574, -0.8346)
C (0.3229, -0.6954, -0.6994)
C (1.6219, -0.5093, -1.1224)
C (2.2924, 0.6930, -1.1021)
C (3.6453, 0.8278, -1.5582)
C (4.3551, 2.0580, -1.5116)
C (5.6385, 2.1744, -2.0457)
C (6.2778, 1.0735, -2.6342)
C (5.6130, -0.1597, -2.6718)
C (4.3442, -0.2857, -2.1206)
C (0.2008, -3.1150, -1.4004)
C (1.3773, -3.6746, -0.5864)
C (0.6125, -2.9862, -2.8765)
H (-1.9516, -5.7980, -1.4859)
H (-0.8845, -5.3705, -2.8413)
H (-0.1790, -5.9320, -1.3042)
H (-2.3742, -1.3055, -0.5635)
H (-0.8895, -2.6632, 1.7379)
H (-1.1675, -0.8933, 1.5660)
H (-0.2314, 0.1258, -0.2174)
H (2.1243, -1.3904, -1.5098)
H (1.7001, 1.5797, -0.7920)
H (3.8749, 2.9251, -1.0473)
H (6.1626, 3.1343, -2.0139)
H (7.2730, 1.1662, -3.0688)
H (6.0858, -1.0249, -3.1323)
H (3.8759, -1.2687, -2.1407)
H (1.0558, -3.9033, 0.4384)
H (1.7353, -4.5924, -1.0702)
H (2.2038, -2.9635, -0.5392)
H (-0.2660, -2.7458, -3.4887)
H (1.3516, -2.1963, -3.0168)
H (1.0512, -3.9357, -3.2097)

Summary:
M   579.7 g mol⁻¹
HOMO level   -11.079 eV
Net charge   +1

=====

Computed, not measured: a molecular structure, C29H32N5OPRuS2, with ωB97M-V/def2-TZVPD.

Atoms and positions in Å:
Ru (0.7776, -0.6470, 0.2649)
C (-1.7023, -0.7724, 4.0603)
C (-1.4428, -0.1267, 2.7196)
N (-0.3372, -0.3078, 2.1012)
N (0.6515, -1.0627, 2.7859)
C (1.7328, -0.9927, 2.0662)
S (1.6375, -2.8182, -0.6030)
S (3.0970, -1.8514, 2.7806)
C (4.3009, -0.4894, 2.5899)
C (4.0796, 0.5970, 3.6044)
C (3.1103, 1.5746, 3.3922)
C (2.8164, 2.5048, 4.3793)
C (3.4859, 2.4728, 5.5955)
C (4.4682, 1.5153, 5.8089)
C (4.7603, 0.5874, 4.8182)
C (-2.5005, 0.7739, 2.1806)
C (-3.6238, 1.0281, 2.9710)
C (-4.6535, 1.8649, 2.5671)
C (-4.5755, 2.4920, 1.3313)
C (-3.4784, 2.2691, 0.5207)
C (-2.4340, 1.4121, 0.9135)
O (-1.4004, 1.2180, 0.1408)
H (-0.8561, -1.3929, 4.3227)
H (-2.6028, -1.3891, 4.0105)
H (-1.8445, -0.0247, 4.8437)
H (4.1737, -0.1314, 1.5685)
H (5.2769, -0.9595, 2.7099)
H (2.5717, 1.5878, 2.4522)
H (2.0541, 3.2531, 4.1995)
H (3.2419, 3.1856, 6.3739)
H (5.0002, 1.4843, 6.7521)
H (5.5241, -0.1641, 4.9884)
H (-3.6926, 0.5640, 3.9452)
H (-5.5021, 2.0323, 3.2185)
H (-5.3611, 3.1642, 1.0050)
H (-3.4024, 2.7696, -0.4363)
C (-2.1256, -0.4928, -4.3581)
N (-1.6026, -1.7347, -3.6881)
C (-2.7297, -2.3953, -2.9246)
N (-3.3185, -1.4980, -1.9943)
C (-3.7686, -0.2851, -2.6637)
N (-2.7033, 0.3872, -3.4046)
C (-1.7234, 1.0304, -2.5044)
P (-0.9705, -0.0929, -1.1982)
C (-0.5170, -1.3389, -2.7145)
C (-2.4468, -1.1894, -0.8361)
H (-2.8705, -0.8005, -5.0970)
H (-1.2789, -0.0179, -4.8513)
H (-1.2523, -2.3825, -4.3956)
H (-2.2998, -3.2517, -2.4087)
H (-3.4691, -2.7257, -3.6594)
H (-4.1539, 0.4018, -1.9109)
H (-4.5702, -0.5424, -3.3630)
H (-2.2346, 1.8528, -2.0110)
H (-0.9168, 1.4571, -3.1055)
H (-0.1346, -2.2582, -2.2657)
H (0.2917, -0.9017, -3.3028)
H (-3.0776, -0.7477, -0.0638)
H (-2.0408, -2.1181, -0.4364)
C (2.0568, -1.2465, -1.1288)
C (2.6094, -0.8696, -2.3803)
C (3.1891, -1.7898, -3.2922)
C (3.6187, -1.3861, -4.5439)
C (3.5023, -0.0559, -4.9529)
C (2.9486, 0.8719, -4.0631)
C (2.5254, 0.4833, -2.8073)
H (3.2767, -2.8243, -2.9802)
H (4.0527, -2.1157, -5.2202)
H (3.8476, 0.2534, -5.9319)
H (2.8543, 1.9100, -4.3655)
H (2.0810, 1.1928, -2.1187)

Summary:
Spin multiplicity   2
M   662.8 g mol⁻¹
HOMO level (spin up / spin down)   -1.984 / -3.379 eV
Net charge   -1
ΔE to the lowest compared entry with this formula, charge and spin   71.3 kJ/mol

=====

Computed, not measured: a molecular structure, C29H32N6OPdS, with ωB97M-V/def2-TZVPD.

Atoms and positions in Å:
Pd (-0.4081, 1.0165, 0.8277)
C (-2.1938, 3.8160, 1.6419)
N (-2.3313, 3.3042, 0.2857)
C (-1.7023, 3.9997, -0.8234)
C (-0.2824, 3.5548, -1.1344)
C (0.5279, 4.4257, -1.8400)
C (1.7709, 3.9939, -2.2821)
C (2.1638, 2.6918, -2.0085)
C (1.3076, 1.8858, -1.2868)
N (0.1058, 2.3029, -0.8473)
C (-3.3476, 2.3186, -0.0463)
C (-3.5539, 1.2875, 1.0225)
C (-4.8111, 0.9761, 1.5001)
C (-4.9389, -0.0025, 2.4813)
C (-3.7973, -0.6200, 2.9646)
C (-2.5720, -0.2532, 2.4364)
N (-2.4491, 0.6702, 1.4755)
C (-0.7828, 3.8262, 2.1957)
C (-0.3474, 4.9398, 2.8873)
C (0.8857, 4.9096, 3.5311)
C (1.6492, 3.7591, 3.4522)
C (1.1577, 2.6881, 2.7272)
N (-0.0351, 2.7073, 2.1123)
H (-2.8573, 3.2504, 2.2948)
H (-2.5575, 4.8506, 1.6103)
H (-1.7137, 5.0709, -0.6113)
H (-2.3140, 3.8168, -1.7099)
H (0.1851, 5.4292, -2.0589)
H (2.4153, 4.6636, -2.8373)
H (3.1154, 2.3047, -2.3448)
H (1.5762, 0.8601, -1.0535)
H (-3.0691, 1.8655, -1.0024)
H (-4.2779, 2.8792, -0.2313)
H (-5.6835, 1.4896, 1.1167)
H (-5.9158, -0.2639, 2.8679)
H (-3.8468, -1.3705, 3.7414)
H (-1.6570, -0.7041, 2.8053)
H (-0.9702, 5.8235, 2.9423)
H (1.2353, 5.7719, 4.0845)
H (2.6114, 3.6831, 3.9394)
H (1.7390, 1.7777, 2.6389)
C (4.5934, -3.4873, -1.0765)
C (4.2062, -4.9585, -1.1377)
C (3.2976, -5.3929, 0.0023)
N (2.0086, -4.6572, -0.0257)
C (1.6545, -3.7606, 0.8274)
S (2.5947, -3.3136, 2.1945)
N (0.4686, -3.0266, 0.7415)
C (0.0915, -2.2025, -0.3422)
O (-0.0938, -1.0027, -0.1058)
C (-0.1000, -2.8205, -1.6386)
C (-0.5355, -4.1540, -1.7282)
C (-0.7613, -4.7212, -2.9679)
C (-0.5437, -3.9691, -4.1212)
C (-0.1282, -2.6416, -4.0374)
C (0.0765, -2.0611, -2.8010)
H (5.2609, -3.2367, -1.8986)
H (5.1167, -3.2516, -0.1477)
H (3.7189, -2.8321, -1.1599)
H (5.0961, -5.5873, -1.0849)
H (3.7265, -5.1989, -2.0905)
H (3.7586, -5.2148, 0.9787)
H (3.0476, -6.4520, -0.0531)
H (1.3767, -4.8591, -0.7973)
H (0.2142, -2.6242, 1.6361)
H (-0.7703, -4.7145, -0.8291)
H (-1.1239, -5.7375, -3.0427)
H (-0.7129, -4.4175, -5.0916)
H (0.0309, -2.0701, -4.9415)
H (0.4005, -1.0309, -2.7263)

Summary:
Spin multiplicity   5
M   619.1 g mol⁻¹
HOMO level (spin up / spin down)   -19.504 / -19.503 eV
Net charge   +4
ΔE to the lowest compared entry with this formula, charge and spin   37.7 kJ/mol